ORCA calculation (wB97M-V/def2-TZVPD) on a cluster of 10 separate species, C25H53Br19O3P in total at a distorted geometry.

Structure (XYZ):
```
101
Properties=species:S:1:pos:R:3:forces:R:3
O 2.47137 0.37233 -0.19914 0.5 0.4 0.2
C 3.07069 -0.07262 -1.40490 0.2 -0.3 -0.1
C 2.44714 -1.32820 -2.04280 0.1 0.4 0.0
P 0.57412 -1.66587 -1.72245 -0.5 -0.2 -1.0
C -1.30460 -1.97331 -1.46100 -0.3 0.1 0.4
C -1.94022 -1.11126 -0.35990 0.0 -0.1 -0.3
C -3.46733 -1.26935 -0.33702 0.4 -0.1 0.0
Br -4.42369 0.44267 -0.54921 -0.1 -0.1 0.1
O 0.81249 -3.37888 -2.16809 0.1 0.1 0.1
C 1.02414 -4.19838 -1.06950 -0.2 -0.2 0.6
C 1.51236 -3.30524 0.08539 0.1 -0.2 -0.2
O 0.85088 -2.08998 -0.06334 0.2 0.1 0.2
H 1.63839 0.79595 -0.42928 -0.2 -0.4 0.0
H 4.11718 -0.27581 -1.13749 0.0 0.0 0.0
H 3.10227 0.74984 -2.13639 -0.2 0.0 0.0
H 3.05682 -2.20000 -1.79692 -0.1 0.0 0.1
H 2.51818 -1.20940 -3.12866 0.0 -0.1 0.0
H 0.31583 -1.40692 -3.12736 0.0 -0.1 0.1
H 0.32484 -0.26848 -1.43394 0.2 0.1 0.2
H -1.82820 -1.76047 -2.40239 0.1 0.0 -0.1
H -1.51202 -3.02133 -1.20980 0.2 0.0 -0.1
H -1.67470 -0.06450 -0.52823 0.0 0.0 0.1
H -1.52379 -1.40139 0.60684 0.0 0.1 0.0
H -3.79687 -1.88076 -1.17280 -0.1 0.1 0.0
H -3.84523 -1.69648 0.58622 0.0 0.1 0.0
H 1.73792 -5.00121 -1.29494 0.1 0.1 -0.1
H 0.10833 -4.70737 -0.71637 -0.1 0.1 -0.3
H 1.27874 -3.71625 1.07321 0.0 -0.1 -0.1
H 2.61033 -3.21830 0.02448 0.0 0.3 0.1
Br -2.17872 -6.70158 0.10350 0.0 0.0 0.0
C -1.27173 -8.20268 -0.73279 -0.2 0.1 0.1
C -0.18057 -8.75810 0.14441 0.2 0.0 0.0
Br 1.41343 -7.64446 0.13370 -0.1 0.0 0.1
H -0.89754 -7.85459 -1.69047 0.0 0.0 0.0
H -2.04289 -8.95370 -0.89078 0.0 0.0 0.0
H 0.14589 -9.72954 -0.22100 -0.1 0.0 0.0
H -0.49843 -8.84667 1.17823 0.0 0.0 0.0
Br 0.19436 2.69081 0.08250 -0.2 0.2 0.0
C 1.28238 3.10433 1.63412 -0.1 -0.2 -0.1
C 0.66050 4.17643 2.48648 0.1 0.1 0.0
Br 0.85665 5.94164 1.68443 -0.1 -0.1 0.0
H 2.26271 3.38429 1.26253 0.0 0.0 0.0
H 1.36290 2.17016 2.18579 0.0 0.0 0.0
H 1.16266 4.23687 3.44936 0.0 0.0 0.0
H -0.40242 4.01972 2.63754 0.0 0.0 0.0
Br 0.51674 5.77228 -3.84207 0.0 0.0 0.0
C 1.76986 4.55572 -2.97862 0.1 0.2 0.0
C 2.06854 3.34350 -3.81873 -0.2 -0.1 0.1
Br 0.60143 2.06935 -3.77781 0.1 0.0 -0.1
H 1.32616 4.28667 -2.02458 0.0 0.0 0.0
H 2.67046 5.14441 -2.81072 0.0 0.0 0.0
H 2.92512 2.81477 -3.40559 0.0 0.0 0.0
H 2.26241 3.58283 -4.85936 0.0 0.1 0.0
Br 5.72981 2.24222 -4.56316 0.0 0.0 0.0
C 6.60615 1.92785 -2.85406 -0.1 -0.1 -0.1
C 5.87021 2.58085 -1.71346 0.1 0.0 0.0
Br 6.12758 4.51520 -1.70712 -0.2 -0.1 0.0
H 7.62077 2.29463 -2.95861 0.1 0.0 0.0
H 6.62420 0.84841 -2.72586 -0.1 0.0 0.0
H 6.24767 2.22296 -0.75851 0.0 0.0 0.0
H 4.80054 2.41142 -1.76241 -0.1 -0.1 0.0
Br -5.78528 -3.23017 1.96957 -0.1 -0.2 0.1
C -7.36733 -2.12056 2.14529 0.1 0.0 -0.2
C -7.05418 -0.79600 2.78485 -0.1 0.1 0.1
Br -6.77619 -0.97978 4.70374 0.1 0.0 0.0
H -8.08853 -2.69779 2.71687 0.0 0.0 0.0
H -7.73640 -1.97029 1.13224 0.0 0.1 0.0
H -7.89571 -0.11455 2.67729 0.0 0.0 0.0
H -6.15857 -0.33777 2.37615 0.0 0.0 0.0
Br -3.46629 -5.54326 4.92578 -0.1 0.0 -0.1
C -5.19948 -5.08523 5.67497 0.2 0.0 0.0
C -6.03656 -6.30964 5.93594 -0.1 0.0 -0.1
Br -6.77663 -7.04872 4.29606 0.0 0.0 0.0
H -5.66864 -4.39566 4.97851 0.0 0.0 0.0
H -4.98754 -4.56970 6.60909 0.0 0.0 0.0
H -6.89514 -6.05899 6.55508 0.0 0.0 0.0
H -5.46728 -7.10421 6.40689 0.0 0.0 0.0
Br -10.62791 0.12992 1.40074 0.0 0.0 0.0
C -11.20105 -1.45824 2.36535 0.0 0.1 -0.1
C -11.92231 -1.11730 3.64187 0.1 0.0 0.2
Br -10.69814 -0.52220 5.03012 0.0 0.0 -0.1
H -10.31037 -2.05130 2.54480 0.0 0.0 0.0
H -11.86159 -1.99143 1.68551 0.0 0.0 0.0
H -12.41327 -2.00192 4.04137 0.0 0.0 0.0
H -12.65241 -0.32623 3.50646 0.0 0.0 0.0
Br 12.60454 4.47119 -1.95108 0.0 0.0 0.0
C 10.73207 4.36718 -2.47700 0.1 0.1 0.0
C 9.84713 3.92542 -1.34427 -0.1 -0.1 0.0
Br 10.01860 2.01844 -0.98978 0.0 0.0 0.0
H 10.68571 3.69193 -3.32507 0.0 0.0 0.0
H 10.46116 5.37124 -2.79516 0.0 0.0 0.0
H 8.80101 4.09195 -1.60033 0.1 0.0 0.0
H 10.07732 4.43208 -0.41280 0.0 0.0 0.0
Br 2.86478 7.58740 -0.82871 0.1 0.0 0.0
C 3.92473 9.18881 -1.11734 -0.2 -0.1 0.0
C 5.01090 8.99382 -2.13863 0.1 0.0 0.0
Br 6.48136 7.92859 -1.44502 0.0 0.1 0.0
H 4.31879 9.46763 -0.14541 0.0 0.1 0.0
H 3.22563 9.94733 -1.46255 0.0 0.0 0.0
H 5.44085 9.95385 -2.41494 0.0 0.0 0.0
H 4.66002 8.47919 -3.02747 -0.1 0.0 0.0
```
Forces are in eV/Å.

Calculated values
HOMO-LUMO gap (eV): 5.85
DFT total energy (eV): -1373024.5841
2S+1: 1
Charge: -1

---

ORCA calculation (wB97M-V/def2-TZVPD) on a structure of composition C25H53ClMoOP2Si2 at a distorted geometry.

Structure (XYZ):
```
85
Properties=species:S:1:pos:R:3:forces:R:3
Mo -0.63100 -0.00030 -0.10392 -0.2 0.0 0.4
C -1.25258 0.01141 2.45643 -0.6 0.0 0.6
C -1.56002 1.18024 1.52960 0.2 0.1 0.3
C -2.60912 0.69902 0.67732 0.2 0.2 -0.8
Si -1.17448 2.96175 1.96997 0.2 -1.6 -0.5
C -2.58680 -0.73398 0.68302 0.3 -0.2 -0.7
C -1.51965 -1.18150 1.53661 0.3 -0.1 0.4
Si -1.15156 -2.97472 1.93224 0.2 1.5 -0.5
H -2.02271 -0.00325 3.25769 0.6 0.0 0.5
H -3.25960 1.33046 0.07692 0.0 -0.2 0.1
H -3.20873 -1.39796 0.08988 -0.1 0.3 0.1
Cl 2.14587 0.17244 -4.25857 -0.4 0.0 0.6
C -0.87911 -3.28403 3.75194 0.0 -0.3 0.1
C -2.55618 -4.04784 1.34972 -0.2 -0.4 0.1
C -0.88234 3.21542 3.79898 -0.1 0.3 0.1
C -2.57295 4.05896 1.41923 -0.1 0.4 0.2
H -3.37417 -3.92934 2.07620 0.1 -0.1 -0.2
H -2.24712 -5.10239 1.35458 -0.2 0.1 -0.1
H -2.94326 -3.79343 0.35670 0.1 -0.1 0.3
H 0.03301 -2.81502 4.13644 -0.2 -0.1 -0.1
H -0.79854 -4.37201 3.88899 0.0 0.2 0.2
H -1.73735 -2.92856 4.33753 0.2 -0.1 -0.1
H -3.42729 3.85410 2.08155 0.1 0.1 -0.2
H -2.89364 3.90234 0.38393 0.0 0.1 0.3
H -2.28029 5.10988 1.55188 -0.2 -0.1 -0.1
H -1.69190 2.76926 4.39077 0.2 0.1 -0.1
H -0.88003 4.29868 3.98391 0.0 -0.2 0.2
H 0.07531 2.80215 4.13490 -0.2 0.1 -0.1
C 0.45494 -3.29522 0.98593 0.0 -0.6 0.2
C 0.45296 3.27139 1.05213 -0.1 0.6 0.2
P 0.43342 -2.49712 -0.65496 -0.6 0.6 0.1
H 0.65769 -4.37605 0.93377 0.1 0.3 0.0
H 1.26017 -2.81915 1.57154 -0.2 -0.1 -0.2
P 0.43906 2.50647 -0.59978 -0.5 -0.6 0.1
H 1.23707 2.76414 1.64115 -0.2 0.1 -0.2
H 0.67802 4.34869 1.02296 0.1 -0.3 0.0
C 2.13822 2.91992 -1.26322 -0.3 0.1 -0.2
C -0.78814 3.56030 -1.57399 0.4 -0.1 0.4
C -0.80307 -3.53042 -1.63854 0.4 0.1 0.4
C 2.11088 -2.92291 -1.35734 -0.2 -0.1 -0.2
C 3.14712 -1.85849 -0.97734 0.2 0.1 0.0
H 1.95771 -2.90131 -2.44889 0.2 0.0 0.2
C 2.63172 -4.30395 -0.95467 0.2 -0.1 -0.1
H 2.76883 -4.37652 0.13168 0.0 0.0 -0.2
H 3.61518 -4.44381 -1.42326 -0.2 -0.1 0.1
H 1.98912 -5.12377 -1.28493 0.2 0.2 0.2
H 3.13560 -1.01767 -1.67964 0.0 -0.2 0.2
H 4.15757 -2.29322 -1.02080 -0.3 0.1 0.0
H 2.99595 -1.47699 0.04477 0.0 -0.1 -0.3
H -1.74825 -3.32452 -1.11449 0.3 0.0 -0.2
C -0.55769 -5.03994 -1.61684 -0.3 -0.2 -0.2
C -0.94562 -3.03482 -3.07982 -0.2 -0.1 -0.1
H -0.40289 -5.45629 -0.61513 0.0 0.2 -0.2
H 0.28973 -5.31920 -2.25544 -0.2 0.1 0.1
H -1.44693 -5.53677 -2.03150 0.2 0.0 0.1
H -1.35802 -2.02036 -3.13017 0.1 -0.2 0.1
H -1.64999 -3.69183 -3.61054 0.2 0.1 0.0
H 0.00587 -3.06164 -3.63056 -0.2 0.0 0.1
H -1.73736 3.33226 -1.06668 0.3 0.0 -0.2
C -0.91042 3.09855 -3.02762 -0.2 0.1 -0.1
C -0.55370 5.06970 -1.51195 -0.3 0.2 -0.2
H -0.38733 5.46060 -0.50227 0.0 -0.2 -0.2
H -1.45053 5.57309 -1.90138 0.2 0.0 0.1
H 0.28300 5.36789 -2.15469 -0.2 0.0 0.1
H -1.38963 2.11559 -3.10151 0.1 0.2 0.1
H 0.05933 3.06238 -3.54448 -0.2 0.0 0.1
H -1.54958 3.80555 -3.57557 0.2 -0.1 0.1
C 3.16838 1.88937 -0.78859 0.1 -0.1 0.0
C 2.63470 4.31915 -0.89721 0.2 0.2 -0.1
H 2.02381 2.84538 -2.35740 0.2 0.0 0.2
H 2.75682 4.42437 0.18864 0.0 0.0 -0.2
H 1.98809 5.12262 -1.25844 0.2 -0.2 0.2
H 3.62347 4.45693 -1.35553 -0.2 0.1 0.1
H 3.04765 1.64970 0.27800 0.0 0.0 -0.2
H 4.18114 2.29637 -0.92595 -0.2 -0.1 0.1
H 3.12422 0.96076 -1.36420 0.0 0.2 0.2
C 0.88553 0.05059 -2.90563 0.5 -0.1 -0.8
H 1.40171 0.18044 -1.94081 -0.3 -0.1 -0.7
H 0.14670 0.83193 -3.09723 0.3 -0.3 0.2
H 0.43168 -0.93854 -3.01620 0.3 0.4 0.2
C 0.24259 -0.10924 4.38173 0.1 0.1 -0.1
O 0.08055 0.09870 2.98836 -0.5 -0.1 0.0
H 0.90423 -0.97603 4.52403 -0.2 0.2 0.2
H -0.71257 -0.28333 4.91388 0.4 0.1 -0.3
H 0.72872 0.78552 4.79848 -0.1 -0.3 0.1
```
Forces are in eV/Å.

Calculated values
HOMO-LUMO gap (alpha / beta) (eV): 6.68 / 6.13
DFT total energy (eV): -77542.6396
2S+1: 3
Energy relative to the best compared isomer or geometry (same formula, charge and spin) (eV): 0.053

---

ORCA calculation (wB97M-V/def2-TZVPD) on a cluster of 4 separate species, C25H53FO11S in total at a distorted geometry.

Structure (XYZ):
```
91
Properties=species:S:1:pos:R:3:forces:R:3
C -1.84914 1.07853 2.51818 -0.2 -0.1 0.3
C -2.53817 -0.01667 1.71677 0.2 0.2 0.1
S -2.40475 0.07975 -0.10747 -0.2 -0.2 0.0
C -1.22864 1.39101 -0.53124 0.2 0.1 -0.1
C -0.35265 1.05365 -1.77564 -0.1 0.2 0.0
C -0.62951 -0.24380 -2.53838 0.2 -0.1 -0.1
C 0.73407 -0.76491 -2.91711 0.2 -0.7 -0.6
O 1.04585 -1.54573 -3.77726 -0.3 0.7 0.9
O 1.64941 -0.25226 -2.03537 0.0 0.4 -0.2
C 1.18721 0.99488 -1.53926 0.1 -0.4 -0.1
F 1.59533 1.07643 -0.22881 -0.4 0.0 -0.4
H -2.39202 2.02548 2.45698 0.2 0.0 -0.1
H -0.81113 1.22547 2.22591 0.0 0.0 0.0
H -1.84066 0.77873 3.57125 0.0 0.0 -0.1
H -2.15212 -0.99193 2.02007 -0.1 0.1 -0.1
H -3.61065 0.01862 1.91927 0.1 -0.2 0.0
H -1.79579 2.29638 -0.75477 0.1 -0.1 0.0
H -0.58240 1.62672 0.30903 0.0 -0.1 0.0
H -0.50689 1.88317 -2.47170 0.1 -0.1 0.1
H -1.03055 -1.02403 -1.88176 -0.2 0.1 -0.1
H -1.27199 -0.12952 -3.41189 0.1 -0.1 0.1
H 1.70596 1.77388 -2.10507 0.0 0.1 0.3
C 1.17358 8.39872 -1.36094 0.0 0.0 -0.1
O 1.89880 7.67625 -2.32840 0.1 0.0 0.1
C 2.91502 8.45995 -2.92831 -0.1 0.0 0.0
C 3.91481 7.58552 -3.64940 0.0 0.0 -0.1
O 4.85661 6.96510 -2.78951 0.0 0.0 0.0
C 4.42023 5.80516 -2.10081 0.0 0.0 0.1
C 4.41771 4.55472 -2.95010 -0.1 0.0 0.0
O 3.26498 4.50860 -3.77323 0.1 0.1 -0.1
C 3.37730 3.53552 -4.78633 -0.1 0.0 0.1
H 0.68596 9.27708 -1.79998 0.0 0.0 0.0
H 0.40931 7.73554 -0.96064 0.0 0.0 0.0
H 1.82434 8.72646 -0.54191 0.0 0.0 0.0
H 3.43882 9.04864 -2.16492 0.0 0.0 0.0
H 2.46006 9.15292 -3.65020 0.0 0.1 0.0
H 4.50694 8.23262 -4.29961 0.0 0.0 0.0
H 3.40124 6.85095 -4.27354 -0.1 0.0 0.1
H 3.43925 5.95927 -1.64577 0.0 0.0 -0.1
H 5.14987 5.65826 -1.30220 0.0 0.0 0.0
H 4.43094 3.67372 -2.29220 0.1 0.0 0.0
H 5.32347 4.53708 -3.56883 0.0 0.0 0.0
H 4.21608 3.74981 -5.45801 0.0 0.0 0.0
H 2.45392 3.55342 -5.36212 0.0 0.0 0.0
H 3.51221 2.53400 -4.35899 0.0 0.0 0.0
C -6.69198 -8.11484 -0.25747 0.0 0.0 -0.1
O -6.30665 -6.85839 -0.76351 0.1 0.0 0.1
C -7.15016 -5.81656 -0.30872 0.0 -0.1 -0.1
C -6.50381 -4.46803 -0.52781 -0.1 0.1 0.0
O -5.52183 -4.14031 0.44155 0.0 0.0 0.0
C -4.23968 -4.72258 0.26819 0.1 0.0 0.1
C -3.39645 -4.03804 -0.78241 0.1 -0.1 -0.1
O -3.75908 -4.46533 -2.08302 -0.1 0.1 0.0
C -3.23919 -3.61325 -3.07721 0.0 -0.1 0.0
H -7.71328 -8.37261 -0.56216 0.0 0.0 0.0
H -6.00599 -8.85577 -0.66275 0.0 0.0 0.0
H -6.63223 -8.13563 0.83704 0.0 0.0 0.0
H -7.36491 -5.94202 0.76003 0.0 0.0 0.0
H -8.10044 -5.85131 -0.86058 0.0 0.0 0.1
H -7.28083 -3.70939 -0.41298 0.0 0.0 0.0
H -6.10177 -4.39611 -1.54086 0.0 -0.1 0.0
H -4.31239 -5.79267 0.06252 0.0 0.0 -0.1
H -3.73838 -4.59125 1.22944 0.0 0.0 0.0
H -2.33688 -4.27817 -0.61060 0.0 0.1 0.1
H -3.52380 -2.95129 -0.69950 0.0 0.0 0.1
H -3.63065 -2.59425 -2.96792 0.0 0.0 0.0
H -3.54600 -4.00930 -4.04301 0.0 0.0 0.0
H -2.14313 -3.57886 -3.04101 0.0 0.0 0.0
C 2.42440 -2.47911 0.99486 0.1 0.0 0.0
O 2.61021 -1.80173 2.21922 -0.1 -0.1 0.1
C 1.49647 -1.00017 2.56206 0.1 -0.1 0.0
C 1.53132 -0.65022 4.03297 0.0 0.0 0.0
O 1.07734 -1.69302 4.88164 0.0 0.0 0.0
C 2.00175 -2.73298 5.15945 0.0 -0.1 0.0
C 3.02963 -2.37189 6.20730 0.1 0.0 0.0
O 4.06868 -1.59241 5.64492 -0.1 0.1 0.0
C 4.86252 -0.97645 6.63131 0.0 0.0 -0.1
H 2.27052 -1.77935 0.16733 0.0 0.0 0.0
H 3.32482 -3.05924 0.80374 0.0 0.0 0.0
H 1.56814 -3.16279 1.05129 0.0 0.0 0.0
H 0.56306 -1.53690 2.34054 0.0 0.0 0.0
H 1.51571 -0.07754 1.97043 -0.1 0.0 -0.1
H 0.83090 0.16885 4.19610 0.0 0.1 0.0
H 2.52777 -0.30712 4.31991 0.0 -0.1 0.0
H 2.49189 -3.08196 4.24816 0.1 0.0 0.0
H 1.39733 -3.54942 5.55973 0.0 0.0 0.0
H 3.45413 -3.29535 6.62653 0.0 0.0 0.0
H 2.53781 -1.81829 7.01750 0.0 0.0 0.0
H 4.26875 -0.28784 7.24415 0.0 0.0 0.0
H 5.64112 -0.41333 6.12093 0.0 0.0 0.0
H 5.33302 -1.71897 7.28689 0.0 0.0 0.0
```
Forces are in eV/Å.

Calculated values
HOMO-LUMO gap (eV): 9.20
SMILES: CCSC[C@@H]1CC(=O)O[C@@H]1F.COCCOCCOC.COCCOCCOC.COCCOCCOC
DFT total energy (eV): -62854.8057
2S+1: 1
Energy relative to the best compared isomer or geometry (same formula, charge and spin) (eV): 0.197